<one>
{
  "formula": "C5H10",
  "method": "ωB97M-V with the def2-TZVPD basis set",
  "elements": ["C", "C", "C", "C", "C", "H", "H", "H", "H", "H", "H", "H", "H", "H", "H"],
  "coordinates": [[0.02, 0.72, 0.29], [1.31, -0.06, 0.12], [-0.57, -1.78, 0.63], [-0.33, 1.87, -0.72], [0.01, -0.71, -0.24], [2.02, 0.18, -0.68], [-0.24, -0.83, -1.30], [-0.03, -2.73, 0.48], [-1.64, -2.01, 0.38], [-0.21, 1.49, -1.81], [1.69, -0.38, 1.08], [-1.40, 2.13, -0.67], [-0.41, 0.89, 1.31], [0.35, 2.81, -0.57], [-0.56, -1.58, 1.73]],
  "multiplicity": 1,
  "e_homo_ev": -9.67,
  "total_charge": 0,
  "orbital_gap_ev": 10.9772
}

<two>
{
  "formula": "C5H10",
  "method": "ωB97M-V with the def2-TZVPD basis set",
  "elements": ["C", "C", "C", "C", "C", "H", "H", "H", "H", "H", "H", "H", "H", "H", "H"],
  "coordinates": [[-1.06, 0.23, 0.99], [1.14, 0.72, -0.77], [-0.29, 0.18, -0.12], [1.18, -0.42, 0.06], [-2.58, 0.12, 0.85], [1.44, -0.29, 1.11], [-0.69, 0.96, 1.71], [4.41, -0.71, -1.80], [-2.72, 0.33, 1.92], [1.12, 0.79, -1.85], [3.76, -0.34, -1.84], [-2.97, -0.87, 0.63], [-0.82, -0.09, -1.03], [1.17, -1.50, -0.15], [-3.09, 0.90, 0.29]],
  "multiplicity": 1,
  "e_homo_ev": -7.17,
  "total_charge": 0,
  "orbital_gap_ev": 6.8457
}

<three>
{
  "formula": "C5H10",
  "method": "ωB97M-V with the def2-TZVPD basis set",
  "elements": ["C", "C", "C", "C", "C", "H", "H", "H", "H", "H", "H", "H", "H", "H", "H"],
  "coordinates": [[0.28, 0.89, 0.90], [0.39, -0.46, -1.19], [0.52, 1.05, -0.61], [-0.73, -0.23, 0.98], [-0.33, -1.30, -0.08], [1.45, 1.62, -0.82], [-0.26, 1.68, 1.43], [-1.23, -1.83, -0.44], [-0.29, 1.64, -1.06], [-0.85, -0.54, 2.02], [1.37, -0.89, -1.45], [1.23, 0.70, 1.43], [-0.20, -0.47, -2.12], [0.33, -2.07, 0.35], [-1.68, 0.22, 0.66]],
  "multiplicity": 1,
  "e_homo_ev": -11.07,
  "total_charge": 0,
  "orbital_gap_ev": 12.3210
}

<four>
{
  "formula": "C5H10",
  "method": "ωB97M-V with the def2-TZVPD basis set",
  "elements": ["C", "C", "C", "C", "C", "H", "H", "H", "H", "H", "H", "H", "H", "H", "H"],
  "coordinates": [[0.89, 0.69, -0.12], [0.24, -0.47, -0.21], [-1.25, -0.69, -0.35], [-2.04, -0.35, 0.93], [2.35, 0.80, -0.46], [2.96, 1.28, 0.31], [-1.49, 0.38, 1.52], [-3.03, 0.03, 0.69], [0.31, 1.58, 0.11], [0.86, -1.37, -0.29], [-1.53, 0.00, -1.16], [-1.45, -1.71, -0.65], [-2.13, -1.24, 1.55], [2.51, 1.26, -1.44], [2.81, -0.19, -0.43]],
  "multiplicity": 1,
  "e_homo_ev": -9.01,
  "total_charge": 0,
  "orbital_gap_ev": 10.2713
}

Which of them is least stable? Easy: <two>.

<one>
{
  "formula": "C9H12NO",
  "method": "ωB97M-V with the def2-TZVPD basis set",
  "elements": ["O", "N", "C", "C", "C", "C", "C", "C", "C", "C", "C", "H", "H", "H", "H", "H", "H", "H", "H", "H", "H", "H", "H"],
  "coordinates": [[0.89, 0.63, -0.31], [-1.07, 0.04, 1.80], [-0.41, -3.21, 0.82], [0.36, 1.74, -0.53], [-0.75, -0.84, 1.00], [0.11, -0.59, -0.28], [-0.98, 1.93, -1.08], [1.01, -1.77, -0.55], [-1.09, -2.20, 1.40], [1.20, 3.01, -0.38], [0.71, -2.97, -0.07], [-0.64, -0.60, -1.00], [-1.11, 3.06, -1.46], [1.99, -1.60, -0.87], [-0.70, 0.94, 1.60], [0.68, 3.94, -0.07], [1.82, 3.24, -1.23], [1.25, -3.85, -0.40], [-1.69, 1.69, -0.21], [-1.85, -2.24, 2.11], [-1.26, 1.10, -1.76], [1.94, 2.89, 0.45], [-0.42, -4.33, 1.01]],
  "multiplicity": 1,
  "e_homo_ev": -12.54,
  "total_charge": 1,
  "orbital_gap_ev": 7.3708
}

<two>
{
  "formula": "C9H12NO",
  "method": "ωB97M-V with the def2-TZVPD basis set",
  "elements": ["O", "N", "C", "C", "C", "C", "C", "C", "C", "C", "C", "H", "H", "H", "H", "H", "H", "H", "H", "H", "H", "H", "H"],
  "coordinates": [[0.80, 0.39, -1.09], [1.65, -0.42, -0.37], [-2.80, 2.01, 0.23], [-1.30, 0.09, 0.05], [-0.31, 0.89, -0.44], [-1.73, 2.79, -0.14], [1.75, -0.43, 0.89], [-2.54, 0.70, 0.31], [-1.07, -1.30, 0.45], [2.67, -1.04, -1.13], [-0.57, 2.28, -0.63], [2.08, -1.65, -1.85], [2.37, -1.14, 1.47], [-0.42, -1.93, -0.12], [-1.85, 3.81, -0.08], [-2.04, -1.95, 0.47], [-3.19, -0.03, 0.61], [0.20, 2.98, -1.07], [3.22, -0.31, -1.72], [1.20, 0.40, 1.39], [-3.75, 2.47, 0.49], [3.27, -1.64, -0.58], [-0.61, -1.48, 1.50]],
  "multiplicity": 1,
  "e_homo_ev": -12.92,
  "total_charge": 1,
  "orbital_gap_ev": 8.2200
}

Which of them is least stable? Easy: <two>.

<one>
{
  "formula": "H18O9",
  "method": "ωB97M-V with the def2-TZVPD basis set",
  "elements": ["O", "O", "O", "O", "O", "O", "O", "O", "O", "H", "H", "H", "H", "H", "H", "H", "H", "H", "H", "H", "H", "H", "H", "H", "H", "H", "H"],
  "coordinates": [[-7.62, -4.90, 3.34], [-5.93, -5.63, 6.59], [-6.84, -9.10, 3.01], [-9.41, -8.86, 4.41], [-11.56, -7.16, 3.51], [-5.25, -6.21, 4.11], [-8.46, -7.36, 1.24], [-8.64, -4.62, 5.96], [-10.39, -4.96, 1.96], [-9.42, -5.00, 6.38], [-5.53, -5.82, 5.71], [-5.54, -7.16, 4.18], [-10.20, -8.26, 4.28], [-6.68, -10.01, 3.12], [-10.07, -5.24, 1.06], [-11.10, -6.40, 3.07], [-7.41, -4.08, 2.85], [-9.71, -9.72, 4.77], [-7.67, -9.02, 3.48], [-9.01, -8.15, 1.25], [-7.72, -7.67, 1.76], [-7.84, -5.08, 6.47], [-5.36, -4.94, 6.93], [-6.06, -5.75, 3.85], [-12.12, -6.83, 4.24], [-7.96, -4.59, 4.19], [-9.58, -4.92, 2.49]],
  "multiplicity": 1,
  "e_homo_ev": -11.00,
  "total_charge": 0,
  "orbital_gap_ev": 11.3114
}

<two>
{
  "formula": "H18O9",
  "method": "ωB97M-V with the def2-TZVPD basis set",
  "elements": ["O", "O", "O", "O", "O", "O", "O", "O", "O", "H", "H", "H", "H", "H", "H", "H", "H", "H", "H", "H", "H", "H", "H", "H", "H", "H", "H"],
  "coordinates": [[-0.51, -3.19, -2.07], [4.20, 3.66, 0.22], [-4.65, -1.86, 1.02], [-1.86, 2.53, -0.29], [2.44, 0.50, -1.20], [2.19, -1.97, 2.88], [-0.50, 1.24, 0.44], [3.69, -2.27, -0.86], [-4.37, 2.10, -0.39], [-2.80, 2.71, -0.15], [2.99, 0.29, -1.97], [-3.95, 1.23, -0.37], [0.09, 0.83, -0.19], [4.01, 3.40, 1.13], [3.07, 0.58, -0.48], [2.22, -2.88, 2.55], [-0.83, 0.51, 0.98], [-1.73, 2.68, -1.23], [3.34, 3.67, -0.21], [-0.92, -3.72, -1.38], [-4.57, 2.28, 0.54], [-1.25, -2.87, -2.59], [3.25, -2.56, -0.06], [3.73, -1.31, -0.77], [-4.86, -2.32, 0.20], [3.11, -1.70, 2.91], [-5.51, -1.56, 1.35]],
  "multiplicity": 1,
  "e_homo_ev": -8.78,
  "total_charge": 0,
  "orbital_gap_ev": 8.9352
}

Which of them is least stable? Easy: <two>.